# 1
Below is 5 unconnected molecules or ions with the total composition C56H126F6NP4, with properties calculated with wB97M-V/def2-TZVPD.

Geometry (Å):
H 3.782 6.994 6.169
H -0.089 5.964 -6.408
H -2.626 -4.679 4.172
H 1.816 5.756 8.139
H 0.607 3.841 -5.726
H -6.176 -0.647 -0.437
C 5.720 -6.160 5.511
H 5.632 -6.577 7.483
H 6.398 6.738 8.759
C 5.033 -4.467 7.320
H 9.932 -8.131 1.790
H -10.846 1.868 2.786
H 2.123 -8.051 -0.730
C -2.364 5.558 -8.129
H 3.693 -8.788 -0.631
H -6.701 5.834 -5.584
H -2.857 -1.693 -3.026
C -4.719 -4.152 4.586
C -3.119 -1.322 -2.035
H 7.054 -7.933 5.515
H -4.991 0.483 -0.428
C -7.969 4.446 -6.458
H 3.991 8.106 7.575
C 5.952 -5.705 6.912
H -7.426 0.870 1.215
C 4.824 -6.754 1.153
C -5.625 2.243 2.569
H -8.239 4.941 -7.391
H -0.931 3.549 -4.756
H -3.994 0.754 -10.050
H 3.989 -4.774 7.269
H -2.566 -2.037 -1.426
C -1.801 4.620 -7.134
H 7.427 -6.111 2.837
C -3.213 -4.216 4.965
P -5.089 -0.626 2.404
H 6.919 6.943 4.026
H -5.311 6.358 -7.901
H -3.048 -4.975 5.729
H -5.751 2.335 1.490
H -4.518 1.242 3.965
H 5.150 -5.726 1.309
C -10.204 1.488 1.991
H -1.149 3.893 -7.619
C -4.643 -1.224 -1.796
H 4.694 -5.993 5.182
C 9.060 -7.497 3.526
H 6.816 -12.092 0.304
H -4.244 6.979 -10.261
F 5.071 0.907 2.425
C -3.582 3.397 -9.500
C 10.262 -7.529 2.637
H 5.688 5.951 5.299
C -5.532 3.594 4.758
C -5.641 0.804 -11.542
F 3.000 0.042 1.733
H 5.078 -4.305 8.397
C -4.569 -1.716 3.711
H -3.852 2.860 -11.554
P 3.772 0.301 3.182
H 5.904 9.665 6.687
H -8.295 -0.619 0.911
H 6.929 -10.225 3.842
H -3.502 2.705 -8.661
H 6.078 8.559 8.731
H 9.699 -5.448 1.910
H -5.088 6.673 -13.403
H 4.761 5.055 7.619
H 2.817 -6.073 0.606
C 5.101 -12.344 1.627
C -4.412 -1.180 0.775
C 5.911 8.828 5.989
H 5.106 -3.521 6.783
H -1.645 5.833 -8.900
H 11.269 -5.968 1.235
F 2.446 -0.282 3.787
C 6.076 -7.593 5.175
H 7.557 7.902 8.048
H 5.245 -10.053 3.183
C 3.006 -8.133 -0.096
H -5.061 0.661 -12.454
H -6.097 -3.093 3.402
H 2.660 4.249 8.046
H 2.572 -8.738 0.700
N 5.812 7.521 6.811
H 6.335 -5.486 4.914
C -4.839 1.327 -10.434
H -8.756 1.172 3.433
H -4.926 2.864 5.294
H 4.038 -8.270 2.553
H -8.747 4.581 -5.706
C -0.206 4.268 -5.139
C -4.623 1.088 2.891
H -5.084 -5.107 4.209
H 11.059 -5.548 2.942
C 2.685 5.278 7.689
H -2.650 6.449 -7.570
H -5.714 -0.238 -11.233
H 3.882 -6.238 -0.745
H 8.955 -8.473 4.001
H 4.166 -11.955 1.223
C 6.453 6.448 5.897
H -7.278 -1.913 2.442
H -5.005 -1.281 4.611
H -3.334 -1.034 0.838
H 11.073 -8.067 3.126
H -5.367 -3.999 5.449
C -0.857 5.306 -6.003
F 4.531 -1.115 3.034
C 7.296 8.795 5.298
H 7.956 8.971 6.148
H -6.186 5.027 -8.678
C -7.017 -0.859 2.537
H -5.843 4.382 2.818
C -6.655 4.768 -5.808
H -10.806 0.744 1.469
H -3.161 8.055 -12.714
C 10.595 -6.042 2.088
H 2.499 5.226 6.616
H -5.484 3.409 -6.971
C -5.308 5.283 -8.086
H -5.285 3.482 -10.843
H 7.279 -12.263 1.858
H -4.596 -2.254 0.809
C 7.720 -7.160 2.825
P -3.862 5.120 -9.176
H -5.068 -0.609 -2.589
C -3.992 6.034 -10.741
H -2.001 7.088 -13.495
C 4.319 7.182 7.099
H -3.653 1.413 2.516
C -2.926 7.011 -12.924
H 5.058 8.765 5.314
H -5.298 4.547 5.232
H -2.653 -0.339 -2.104
C -9.089 0.646 2.538
C 6.294 -9.776 3.079
H -2.707 -3.302 5.276
H -2.425 5.147 -11.900
H -4.525 4.640 -6.193
H -6.563 4.254 -4.852
H -3.994 5.636 -14.283
C -4.443 2.821 -10.639
H -9.899 2.333 1.373
C 6.734 -10.201 1.674
C 6.488 -11.770 1.292
C -5.089 -0.600 -0.501
H -3.491 -1.570 3.767
H 0.185 4.790 -4.265
H 7.719 -9.781 1.467
C -5.429 4.481 -6.781
H 6.255 -9.706 0.829
H -6.609 1.261 -11.753
H -7.167 -0.691 3.603
F 4.527 0.462 4.615
H 4.107 6.038 8.929
C -5.011 -3.136 3.479
H 5.589 -7.242 0.549
H 5.080 -13.375 1.274
C -4.129 6.655 -13.920
H -5.402 1.303 -9.501
P 6.203 -7.982 3.459
F 3.052 1.798 3.196
H -6.580 1.965 3.015
H -7.842 3.397 -6.726
H -1.977 6.662 -11.059
H 6.997 5.739 6.521
H 4.274 -6.791 3.297
C 3.581 -6.725 0.183
H -4.973 -2.258 -1.692
C 4.747 -7.442 2.562
H 4.958 -12.417 2.705
H -4.137 3.863 3.003
H -2.542 3.351 -9.823
H 6.978 -5.628 7.271
C -2.751 6.152 -11.633
H 7.775 -7.458 1.777
H -1.441 6.009 -5.407
H 7.431 9.527 4.502
H -4.118 7.439 -14.677
H -2.575 4.048 -6.624
H 9.282 -6.789 4.325
C -7.970 0.060 1.699
C 4.077 5.871 7.852
H -4.571 -3.614 2.604
C 6.505 7.687 8.235
H 5.370 -8.306 5.600
H 8.429 6.928 4.949
H -9.606 -0.175 3.034
C 7.390 7.256 4.957
H -4.920 5.704 -11.208
C -5.178 3.604 3.192
H -6.540 3.214 4.921

The frontier orbital gap comes out at 9.736 eV. The calculation puts the energy at -115048.548 eV. As for the total charge: +3. The HOMO energy comes out at -0.5080 Eh. For the LUMO energy, the calculation gives -4.09 eV.

***

# 2
Below is C3H7N5 in the gas phase, with properties calculated with wB97M-V/def2-TZVPD.

Geometry (Å):
H -3.418 -0.496 0.460
N 0.319 1.352 0.974
C -1.541 -0.102 0.732
C 1.486 1.856 0.926
N -2.521 -0.699 0.118
H 2.101 1.495 -0.041
H 1.761 2.603 1.440
N -0.196 -1.094 -1.648
H -1.537 0.476 1.925
C 0.611 -0.607 -0.618
N 1.839 -0.886 -0.214
N -0.250 0.423 0.128
H 2.470 -1.536 -0.650
H -1.335 -0.630 -1.705
H 0.210 -2.156 -1.827

The frontier orbital gap comes out at 9.818 eV. The calculation puts the energy at -10669.493 eV. The energy above the lowest of the compared OMol25 structures with the same formula, charge and spin comes out at 5.507 eV. The HOMO energy comes out at -0.3316 Eh. For the LUMO energy, the calculation gives 0.79 eV.

***

# 3
Below is C10H10SSe in the gas phase, with properties calculated with wB97M-V/def2-TZVPD.

Geometry (Å):
H 4.278 -1.948 -0.720
H 1.340 1.089 -1.040
H -4.088 0.031 1.129
C -0.701 0.907 0.635
H -1.989 1.467 2.375
C -2.442 -0.237 -0.592
C -2.011 0.951 1.395
C -1.217 0.583 -0.775
C 1.424 -0.370 0.536
C 3.600 -1.211 -0.356
C 1.976 0.389 -0.517
S 2.466 -1.778 0.815
C -2.967 0.238 0.763
C 3.235 0.007 -0.922
H -0.436 -0.009 -1.287
H 3.740 0.409 -1.699
H -0.028 1.798 0.641
Se -1.737 -2.153 -0.282
H -2.967 -0.372 -1.548
C 0.183 -0.229 1.042
H -0.198 -1.050 1.816
H -1.460 1.487 -1.410

The frontier orbital gap comes out at 5.299 eV. The calculation puts the energy at -86709.472 eV. The energy above the lowest of the compared OMol25 structures with the same formula, charge and spin comes out at 2.002 eV. The HOMO energy comes out at -0.2608 Eh. For the LUMO energy, the calculation gives -1.80 eV.